# 1
Entry from the OMol25 dataset: a structure of composition C42H40BN8O2W (ωB97M-V/def2-TZVPD).

Structure (XYZ):
```
94
Properties=species:S:1:pos:R:3
W -0.136 -0.040 0.043
C -2.725 -0.578 4.801
C -1.558 -0.473 3.888
C -0.200 -0.659 4.187
C 0.497 -0.461 3.022
N -0.411 -0.162 2.028
N -1.672 -0.164 2.593
B -2.943 -0.193 1.681
N -2.777 -1.379 0.695
N -1.753 -1.445 -0.244
C -1.878 -2.648 -0.875
C -2.992 -3.302 -0.370
C -3.522 -2.490 0.619
C -4.709 -2.740 1.481
C -0.994 -3.155 -1.935
C -0.029 -2.376 -2.561
C 0.798 -2.895 -3.548
C 0.656 -4.219 -3.938
C -0.308 -5.013 -3.329
C -1.121 -4.490 -2.339
N -2.935 1.059 0.815
N -1.924 1.109 -0.073
C -2.109 2.192 -0.856
C -3.226 2.881 -0.412
C -3.729 2.131 0.656
C -4.948 2.350 1.477
C -1.228 2.226 -2.013
C -0.747 0.962 -2.449
C 0.140 0.899 -3.539
C 0.546 2.062 -4.158
C 0.054 3.295 -3.726
C -0.829 3.386 -2.663
C 1.939 -0.585 2.787
C 2.566 -1.775 3.163
C 3.928 -1.935 2.961
C 4.673 -0.908 2.395
C 4.058 0.290 2.049
C 2.695 0.454 2.242
H -2.384 -0.611 5.833
H -3.288 -1.491 4.600
H -3.398 0.269 4.678
H 0.217 -0.878 5.155
H -3.923 -0.302 2.332
H -3.395 -4.248 -0.678
H -5.138 -3.708 1.237
H -5.473 -1.978 1.329
H -4.437 -2.743 2.536
H 0.087 -1.323 -2.313
H 1.541 -2.269 -4.024
H 1.284 -4.628 -4.717
H -0.429 -6.044 -3.629
H -1.855 -5.134 -1.879
H -3.683 3.750 -0.853
H -5.466 3.245 1.140
H -4.689 2.481 2.528
H -5.631 1.506 1.397
H -1.341 0.078 -2.211
H 0.446 -0.059 -3.937
H 1.211 2.021 -5.009
H 0.370 4.198 -4.232
H -1.189 4.350 -2.330
H 1.987 -2.573 3.611
H 4.413 -2.853 3.265
H 5.739 -1.028 2.257
H 4.649 1.110 1.662
H 2.237 1.414 2.042
C 1.500 -3.984 0.350
C 1.588 -2.585 -0.131
O 0.691 -1.746 0.309
C 2.557 -2.089 -0.966
C 2.668 -0.733 -1.251
C 3.904 -0.315 -1.988
N 1.733 0.191 -0.890
N 2.157 1.474 -1.133
C 1.474 2.302 -0.421
O 0.472 1.746 0.282
C 1.686 3.730 -0.304
C 0.860 4.495 0.522
C 1.073 5.858 0.623
C 2.101 6.454 -0.098
C 2.924 5.692 -0.922
C 2.722 4.329 -1.028
H 0.485 -4.216 0.665
H 2.170 -4.112 1.204
H 1.820 -4.672 -0.431
H 3.324 -2.753 -1.337
H 4.731 -0.950 -1.678
H 4.156 0.728 -1.858
H 3.737 -0.498 -3.055
H 0.060 4.025 1.080
H 0.444 6.460 1.264
H 2.266 7.520 -0.017
H 3.724 6.164 -1.475
H 3.358 3.728 -1.664
```

Lowest unoccupied orbital energy, eV: -11.0
Net charge: +3


# 2
Entry from the OMol25 dataset: a structure of composition C42H40BO3P2RuS (ωB97M-V/def2-TZVPD).

Structure (XYZ):
```
90
Properties=species:S:1:pos:R:3
Ru 0.537 0.271 0.254
O -0.962 3.043 1.291
S -1.221 2.014 0.294
C -2.786 1.220 0.498
C -3.908 1.973 0.816
C -5.140 1.340 0.835
C -5.240 -0.013 0.527
C -4.105 -0.763 0.256
C -2.853 -0.148 0.253
P -1.368 -1.185 0.302
C -1.469 -1.994 1.899
C -1.143 -1.242 3.028
C -1.335 -1.774 4.291
C -1.851 -3.059 4.428
C -2.187 -3.804 3.305
C -2.007 -3.273 2.036
C -1.362 -2.347 -1.049
C -0.618 -3.525 -0.956
C -0.629 -4.423 -2.013
C -1.386 -4.154 -3.146
C -2.123 -2.978 -3.240
C -2.107 -2.066 -2.199
C -1.339 2.733 -1.332
C -2.136 3.862 -1.459
C -2.297 4.435 -2.714
C -1.665 3.880 -3.817
C -0.834 2.776 -3.672
C -0.643 2.199 -2.419
P 0.532 0.843 -2.222
C 1.904 1.490 -1.208
C 2.005 2.809 -0.713
C 3.164 3.215 -0.084
C 4.239 2.334 0.054
C 4.160 1.035 -0.426
C 2.999 0.606 -1.052
C 1.238 0.382 -3.795
C 0.600 -0.602 -4.553
C 1.088 -0.918 -5.810
C 2.208 -0.260 -6.302
C 2.846 0.716 -5.544
C 2.368 1.042 -4.287
H -3.821 3.025 1.056
H -6.029 1.901 1.088
H -6.209 -0.494 0.530
H -4.193 -1.828 0.082
H -0.771 -0.222 2.938
H -1.101 -1.188 5.170
H -2.003 -3.476 5.414
H -2.597 -4.798 3.417
H -2.282 -3.860 1.168
H -0.030 -3.743 -0.071
H -0.060 -5.340 -1.945
H -1.411 -4.870 -3.957
H -2.721 -2.781 -4.120
H -2.701 -1.161 -2.266
H -2.621 4.298 -0.596
H -2.921 5.311 -2.827
H -1.800 4.320 -4.795
H -0.315 2.378 -4.535
H 1.189 3.510 -0.843
H 3.250 4.230 0.280
H 5.150 2.679 0.527
H 5.006 0.366 -0.338
H 2.956 -0.390 -1.485
H -0.265 -1.122 -4.162
H 0.601 -1.678 -6.405
H 2.590 -0.508 -7.283
H 3.715 1.225 -5.938
H 2.864 1.811 -3.707
C 4.466 -0.317 3.157
C 3.067 -0.874 3.148
C 2.292 -0.490 4.384
O 2.318 -0.175 1.975
B 1.594 -1.188 1.479
O 1.724 -2.439 1.853
C 2.955 -2.396 2.744
C 2.680 -3.324 3.903
C 4.094 -2.890 1.880
H 4.437 0.750 3.373
H 4.987 -0.483 2.218
H 5.038 -0.797 3.954
H 2.292 0.594 4.493
H 2.766 -0.916 5.269
H 1.264 -0.848 4.345
H 1.796 -3.030 4.464
H 3.536 -3.340 4.580
H 2.535 -4.334 3.525
H 4.252 -2.250 1.010
H 3.866 -3.895 1.530
H 5.021 -2.933 2.449
```

Lowest unoccupied orbital energy (alpha / beta), eV: -9.1 / -11.1
2S+1: 5
Relative energy (zero: lowest compared OMol25 entry of this formula, charge and spin), kJ/mol: 0.0
Net charge: +3


# 3
Entry from the OMol25 dataset: a structure of composition C42H40F3MgN10PS (ωB97M-V/def2-TZVPD).

Structure (XYZ):
```
98
Properties=species:S:1:pos:R:3
Mg 0.071 -0.396 1.335
C 1.180 -1.583 5.425
C -0.045 -1.459 6.052
C -1.154 -1.081 5.308
C -1.009 -0.844 3.951
N 0.190 -0.954 3.350
C 1.251 -1.311 4.070
C -2.162 -0.412 3.097
C -3.469 -0.438 3.566
C -4.494 0.026 2.758
C -4.197 0.507 1.493
C -2.879 0.479 1.081
N -1.887 0.025 1.851
H 2.068 -1.873 5.968
H -0.145 -1.644 7.113
H -2.107 -0.957 5.800
H 2.196 -1.362 3.540
H -3.698 -0.820 4.549
H -5.514 0.016 3.118
H -4.969 0.890 0.842
H -2.582 0.833 0.100
C 2.690 -2.198 -3.388
C 3.632 -1.469 -2.670
C 3.283 -0.770 -1.525
C 1.962 -0.784 -1.062
C 1.014 -1.506 -1.804
C 1.377 -2.213 -2.941
N 1.527 -0.074 0.059
N 2.529 0.369 0.864
C 2.235 1.136 1.848
C 3.220 1.510 2.843
C 2.847 2.007 4.028
C 1.433 2.212 4.318
C 0.508 2.041 3.381
N 0.850 1.624 2.033
H 2.979 -2.751 -4.271
H 4.662 -1.452 -3.005
H 4.026 -0.206 -0.979
H -0.014 -1.530 -1.463
H 0.634 -2.802 -3.469
H 4.255 1.333 2.586
H 3.582 2.266 4.777
H 1.126 2.532 5.304
H -0.543 2.252 3.520
F -0.222 7.882 -4.186
C -0.981 7.889 -3.080
F -2.266 7.869 -3.468
F -0.769 9.054 -2.453
C -0.659 6.722 -2.181
C 0.622 6.189 -2.174
C 0.928 5.143 -1.320
C -0.051 4.624 -0.471
C -1.334 5.171 -0.481
C -1.636 6.219 -1.334
C 0.264 3.529 0.400
C 0.532 2.625 1.140
H 1.378 6.591 -2.836
H 1.924 4.720 -1.307
H -2.093 4.768 0.177
H -2.631 6.643 -1.347
C -0.190 0.515 -5.760
N -1.621 0.547 -5.181
C -2.139 1.988 -5.295
N -1.260 2.891 -4.652
C 0.078 2.805 -5.233
N 0.634 1.461 -5.107
C 0.940 1.090 -3.724
P -0.558 1.096 -2.612
C -1.635 0.076 -3.757
C -1.230 2.740 -3.195
H -0.295 0.747 -6.821
H 0.183 -0.500 -5.629
H -2.213 -0.061 -5.747
H -3.134 2.007 -4.849
H -2.205 2.201 -6.362
H 0.733 3.513 -4.729
H 0.024 3.070 -6.290
H 1.676 1.785 -3.317
H 1.393 0.097 -3.698
H -2.668 0.096 -3.406
H -1.286 -0.958 -3.747
H -0.604 3.529 -2.783
H -2.235 2.891 -2.792
N -1.400 -7.268 -0.382
C -0.479 -6.401 -0.820
S 0.530 -6.650 -2.084
C -0.445 -5.083 -0.119
C -1.588 -4.296 -0.022
C -1.474 -3.019 0.494
N -0.323 -2.512 0.944
C 0.760 -3.299 0.900
C 0.750 -4.572 0.373
H -1.454 -8.176 -0.818
H -1.912 -7.117 0.471
H -2.542 -4.653 -0.388
H -2.341 -2.368 0.538
H 1.688 -2.865 1.258
H 1.660 -5.152 0.306
```

Lowest unoccupied orbital energy, eV: -5.4
Relative energy (zero: lowest compared OMol25 entry of this formula, charge and spin), kJ/mol: 60.3
Net charge: +2


# 4
Entry from the OMol25 dataset: a structure of composition C42H40INOPPtSi (ωB97M-V/def2-TZVPD).

Structure (XYZ):
```
88
Properties=species:S:1:pos:R:3
Pt 0.430 -0.119 0.607
C -0.435 -0.767 -1.260
Si -2.080 -1.489 -0.813
C -1.666 -2.662 0.614
N -0.737 -2.103 1.640
C 0.241 -3.129 2.055
C -0.423 -4.405 2.583
C -1.654 -4.076 3.449
C -1.558 -2.651 3.979
C -1.470 -1.618 2.848
C -2.850 -2.518 -2.177
C -4.073 -2.169 -2.754
C -4.622 -2.923 -3.783
C -3.953 -4.042 -4.255
C -2.734 -4.407 -3.697
C -2.192 -3.650 -2.671
C -3.249 -0.115 -0.322
C -4.299 -0.341 0.572
C -5.181 0.673 0.917
C -5.033 1.937 0.362
C -4.003 2.181 -0.536
C -3.120 1.165 -0.870
H -0.476 0.055 -1.979
H 0.291 -1.515 -1.600
H -1.195 -3.531 0.143
H -2.574 -3.056 1.082
H 0.864 -2.684 2.831
H 0.893 -3.354 1.206
H 0.320 -4.962 3.157
H -0.711 -5.051 1.752
H -1.731 -4.776 4.281
H -2.570 -4.193 2.867
H -0.673 -2.570 4.618
H -2.412 -2.404 4.611
H -0.979 -0.726 3.236
H -2.467 -1.315 2.523
H -4.610 -1.299 -2.392
H -5.572 -2.637 -4.215
H -4.380 -4.632 -5.057
H -2.210 -5.281 -4.064
H -1.234 -3.950 -2.254
H -4.438 -1.327 1.008
H -5.986 0.479 1.615
H -5.722 2.729 0.627
H -3.887 3.165 -0.975
H -2.312 1.380 -1.564
I 3.079 -0.881 1.693
C 3.343 0.988 2.634
C 3.642 0.878 3.964
C 4.020 2.006 4.714
C 4.145 3.206 4.085
C 3.841 3.346 2.710
C 4.045 4.605 2.096
C 3.791 4.790 0.772
C 3.226 3.735 0.036
C 2.978 2.499 0.588
P 1.960 1.399 -0.460
C 0.961 2.528 -1.471
C 1.098 2.650 -2.849
C 0.254 3.495 -3.560
C -0.717 4.231 -2.900
C -0.844 4.128 -1.519
C -0.015 3.277 -0.811
C 3.127 0.575 -1.575
C 4.499 0.656 -1.335
C 5.394 -0.032 -2.140
C 4.931 -0.801 -3.197
C 3.568 -0.882 -3.447
C 2.669 -0.204 -2.639
C 3.361 2.241 1.946
H 3.619 -0.091 4.445
H 4.243 1.898 5.767
H 4.486 4.082 4.625
H 4.424 5.417 2.707
H 3.973 5.744 0.295
H 2.941 3.925 -0.991
H 1.863 2.094 -3.378
H 0.364 3.579 -4.634
H -1.371 4.890 -3.457
H -1.592 4.709 -0.994
H -0.112 3.213 0.266
H 4.877 1.263 -0.524
H 6.456 0.039 -1.942
H 5.631 -1.332 -3.830
H 3.200 -1.477 -4.273
H 1.607 -0.286 -2.846
O -1.637 1.603 2.027
C -0.897 0.980 1.453
```

Lowest unoccupied orbital energy (alpha / beta), eV: -2.6 / -4.0
2S+1: 3
Net charge: +1


# 5
Entry from the OMol25 dataset: a structure of composition C42H40N2O6P2Pt in a non-equilibrium geometry (ωB97M-V/def2-TZVPD).

Structure (XYZ):
```
93
Properties=species:S:1:pos:R:3
Pt -1.097 0.509 0.033
C 4.063 -2.453 -0.347
C 4.479 -1.276 0.132
C 5.432 -0.339 -0.562
C 5.440 -0.305 -2.116
C 4.178 -0.572 -2.885
C 3.685 -1.768 -3.234
C 4.262 -3.094 -2.857
C 4.818 -3.194 -1.421
C -2.916 1.035 -0.883
H 3.220 -2.981 0.112
H 4.210 -0.986 1.154
H 6.470 -0.570 -0.260
H 5.237 0.681 -0.191
H 5.760 0.716 -2.391
H 6.245 -0.969 -2.464
H 3.754 0.324 -3.358
H 2.914 -1.841 -4.003
H 5.085 -3.359 -3.548
H 3.480 -3.855 -2.996
H 4.845 -4.264 -1.159
H 5.868 -2.865 -1.448
H -3.653 0.237 -0.707
H -2.812 1.243 -1.957
H -3.242 1.939 -0.347
P 0.721 0.081 1.271
P -0.133 0.477 -1.909
C 1.913 0.307 -0.047
C 1.551 0.344 -1.356
C 1.252 1.166 2.636
C 2.597 1.554 2.805
C 2.954 2.407 3.855
C 1.976 2.919 4.714
C 0.634 2.559 4.535
C 0.278 1.683 3.510
C 0.730 -1.633 1.927
C 0.065 -2.645 1.213
C 0.038 -3.952 1.703
C 0.670 -4.260 2.911
C 1.319 -3.253 3.635
C 1.350 -1.945 3.151
C -0.265 1.991 -2.909
C -0.228 3.232 -2.248
C -0.562 4.395 -2.944
C -0.873 4.330 -4.307
C -0.796 3.108 -4.983
C -0.469 1.938 -4.297
C -0.644 -0.881 -2.997
C -1.938 -1.427 -2.932
C -2.255 -2.535 -3.724
C -1.272 -3.136 -4.516
C 0.018 -2.592 -4.576
C 0.311 -1.431 -3.858
H 2.957 0.448 0.245
H 2.280 0.367 -2.152
H 3.369 1.204 2.120
H 4.001 2.685 3.995
H 2.249 3.604 5.519
H -0.142 2.966 5.184
H -0.767 1.405 3.362
H -0.464 -2.396 0.290
H -0.486 -4.725 1.138
H 0.647 -5.283 3.293
H 1.801 -3.488 4.587
H 1.847 -1.159 3.725
H 0.017 3.273 -1.183
H -0.588 5.348 -2.415
H -1.168 5.232 -4.843
H -1.004 3.055 -6.051
H -0.396 0.985 -4.824
H -2.674 -0.984 -2.260
H -3.269 -2.938 -3.696
H -1.509 -4.040 -5.076
H 0.796 -3.078 -5.163
H 1.283 -0.948 -3.941
O -3.186 -1.251 1.605
C -3.102 -0.079 1.964
O -2.072 0.738 1.792
C -4.264 0.640 2.620
C -4.268 2.042 2.780
C -5.414 2.704 3.272
C -6.546 1.973 3.649
C -6.538 0.577 3.515
C -5.396 -0.086 3.011
N -7.714 -0.176 3.858
O -8.715 0.443 4.283
O -7.684 -1.418 3.720
N -5.434 4.141 3.342
O -4.420 4.776 2.979
O -6.474 4.701 3.753
H -3.392 2.624 2.519
H -7.429 2.490 4.005
H -5.397 -1.167 2.918
```

Lowest unoccupied orbital energy (alpha / beta), eV: -1.1 / -4.3
2S+1: 3
Relative energy (zero: lowest compared OMol25 entry of this formula, charge and spin), kJ/mol: 0.0


Q: Which formula does entry 1 have?
A: C42H40BN8O2W